# 1
The following is a quantum chemistry calculation of a 2-piece molecular cluster, C6H10O overall at a distorted geometry, from the OMol25 dataset.

```
17
Properties=species:S:1:pos:R:3:forces:R:3
C 1.410906 0.108580 -0.198570 -0.207 0.074 0.109
C 0.704219 1.415907 -0.482509 0.302 0.522 -0.306
O -0.545527 1.680325 0.139261 -0.080 -0.306 1.388
C -1.238554 0.788444 0.869511 -0.782 -0.839 1.722
C -1.400986 -0.587898 0.494989 -0.365 -0.499 -0.028
C -0.664605 -1.362837 -0.302385 -0.266 -0.204 0.097
C 0.711622 -1.092235 -0.817012 0.103 -0.071 -0.379
H 1.506541 -0.022861 0.885067 -0.009 -0.014 -0.064
H 2.430799 0.195041 -0.602377 -0.265 0.025 0.098
H 1.295713 2.272669 -0.163502 0.411 -0.103 -0.126
H 0.488530 1.540641 -1.546163 0.267 -0.161 -0.123
H -1.366968 0.071496 2.372042 1.550 1.539 -1.110
H -2.065456 1.305322 1.313481 -0.704 0.027 -0.558
H -2.178925 -1.014224 1.161633 -0.110 -0.014 -0.953
H -1.074479 -2.328045 -0.575933 0.088 -0.166 0.318
H 0.665033 -0.981319 -1.906330 0.171 0.065 -0.064
H 1.322137 -1.989005 -0.641203 -0.105 0.127 -0.020
```
Forces are in eV/Å.

Calculated values
HOMO level = -7.71 eV
Lowest unoccupied orbital energy = 0.8 eV
ΔE to the lowest compared entry with this formula, charge and spin = 87.5 kcal/mol
Strongest force on any atom = 2.45 eV/A

---

# 2
The following is a quantum chemistry calculation of one molecule with the formula C6H10O, from the OMol25 dataset.

```
17
Properties=species:S:1:pos:R:3:forces:R:3
O 2.179776 0.674890 0.216562 0.184 -0.108 0.249
C -1.661321 1.114708 0.056563 -0.068 0.127 0.092
C -1.621949 0.846808 -1.246222 -0.064 0.855 0.221
C 1.568693 -0.251988 -0.653039 -0.180 -0.150 -0.358
C 0.602366 -1.225923 0.043848 0.019 -0.083 0.008
C -0.178355 -0.631577 1.185931 -0.212 0.102 0.058
C -1.092045 0.345759 1.171213 0.052 -0.178 0.088
H 2.532597 0.188525 0.970749 0.038 0.127 -0.034
H -2.205079 2.009600 0.360966 0.064 -0.159 0.001
H -2.078180 1.561618 -1.936767 0.138 -0.492 0.078
H -1.068145 0.015050 -1.620726 0.002 -0.396 -0.400
H 2.323058 -0.848645 -1.189388 -0.111 0.134 0.035
H 1.040358 0.355153 -1.390250 0.082 -0.046 0.076
H -0.075974 -1.652100 -0.708899 0.145 0.055 0.080
H 1.181111 -2.071519 0.434305 -0.068 0.102 -0.049
H 0.043893 -1.058238 2.163883 -0.029 0.120 -0.125
H -1.490804 0.627880 2.141271 0.006 -0.012 -0.022
```
Forces are in eV/Å.

Calculated values
HOMO level = -8.79 eV
Lowest unoccupied orbital energy = 0.8 eV
ΔE to the lowest compared entry with this formula, charge and spin = 30.6 kcal/mol
SMILES = C=C/C=C\CCO
Strongest force on any atom = 0.89 eV/A

---

# 3
The following is a quantum chemistry calculation of one molecule with the formula C6H10O, from the OMol25 dataset.

```
17
Properties=species:S:1:pos:R:3:forces:R:3
C -1.089676 -1.929940 1.055323 -0.016 -0.045 0.000
C -0.980478 -0.724073 0.151079 -0.067 -0.001 -0.090
C -0.881293 0.609860 0.818601 -0.112 0.199 0.134
C 0.884086 0.781093 -0.991587 0.241 0.025 0.263
O -0.003624 0.982846 -2.005825 0.076 0.072 -0.028
C 2.108406 1.309665 -0.935546 -0.123 -0.076 -0.027
C 0.330398 0.011714 0.146438 0.216 -0.033 0.038
H -2.108600 -2.034575 1.443903 0.128 -0.012 -0.065
H -0.415838 -1.809947 1.911864 -0.126 -0.042 -0.086
H -0.819124 -2.859659 0.547666 -0.015 0.093 -0.004
H -1.528548 -0.760501 -0.785750 0.070 0.013 0.102
H -0.892777 0.652331 1.903097 -0.039 -0.037 -0.112
H -1.302728 1.474243 0.313864 -0.014 -0.157 0.102
H 0.384983 1.633480 -2.602731 -0.110 -0.078 -0.073
H 2.519055 1.950274 -1.710324 -0.063 -0.125 0.047
H 2.694478 1.125929 -0.044120 0.082 0.051 -0.180
H 1.101281 -0.412742 0.784048 -0.127 0.152 -0.020
```
Forces are in eV/Å.

Calculated values
HOMO level = -8.54 eV
Lowest unoccupied orbital energy = 0.9 eV
ΔE to the lowest compared entry with this formula, charge and spin = 20.8 kcal/mol
SMILES = C=C(O)[C@H]1C[C@@H]1C
Strongest force on any atom = 0.36 eV/A

---

# 4
The following is a quantum chemistry calculation of one molecule with the formula C6H10O, from the OMol25 dataset.

```
17
Properties=species:S:1:pos:R:3:forces:R:3
C -0.191121 1.869941 0.204929 -0.015 0.048 -0.004
C 0.180200 0.395768 0.322013 -0.161 0.048 -0.289
O 1.033148 0.196112 1.447798 -0.082 0.021 0.265
C 0.983332 -0.141293 -0.881075 0.020 0.038 -0.007
C 0.510369 -1.566332 -1.017682 -0.128 -0.054 0.066
C -0.591198 -1.791194 -0.306126 0.124 -0.007 -0.100
C -1.044282 -0.549173 0.418272 -0.030 0.021 0.034
H -0.768855 2.197844 1.078678 0.086 -0.063 -0.105
H -0.797894 2.057929 -0.687843 0.089 -0.055 0.126
H 0.715326 2.481370 0.147456 -0.118 -0.090 0.008
H 0.506246 0.343424 2.243944 0.140 -0.012 -0.078
H 0.771642 0.433785 -1.793423 0.023 -0.080 0.133
H 2.055429 -0.051733 -0.674981 -0.137 -0.022 -0.035
H 1.013114 -2.298197 -1.643728 -0.090 0.094 0.099
H -1.128403 -2.734260 -0.256794 0.095 0.133 -0.031
H -1.318236 -0.730841 1.466626 0.050 0.022 -0.140
H -1.928817 -0.113151 -0.068065 0.135 -0.041 0.059
```
Forces are in eV/Å.

Calculated values
HOMO level = -9.22 eV
Lowest unoccupied orbital energy = 1.0 eV
ΔE to the lowest compared entry with this formula, charge and spin = 1.0 kcal/mol
SMILES = CC1(O)CC=CC1
Strongest force on any atom = 0.33 eV/A

---

# 5
The following is a quantum chemistry calculation of one molecule with the formula C6H10O, from the OMol25 dataset.

```
17
Properties=species:S:1:pos:R:3:forces:R:3
C -0.269892 0.582692 1.754688 -0.005 -0.050 0.072
C -0.456984 -0.501902 0.701319 0.223 0.399 -0.057
C -1.400267 -0.180405 -0.489258 0.296 -0.503 -0.182
C -0.213802 -0.354547 -1.474697 -0.351 -0.254 -0.069
O 0.536416 0.830588 -1.759723 -0.131 0.139 0.033
C 1.520023 0.494210 -0.766116 0.228 0.018 0.264
C 0.721790 -0.744998 -0.304440 0.087 0.029 0.100
H 0.471901 0.270234 2.499175 -0.078 0.080 -0.088
H -1.213602 0.758940 2.281995 0.102 -0.005 -0.047
H 0.056382 1.541837 1.335125 -0.103 -0.207 -0.017
H -0.809867 -1.401615 1.200919 0.347 -0.223 0.008
H -2.125523 -0.985888 -0.655976 -0.013 0.244 0.090
H -1.913707 0.771283 -0.413018 0.015 0.234 -0.377
H -0.355146 -0.969601 -2.371877 -0.118 0.152 0.186
H 1.682291 1.317484 -0.060000 -0.046 -0.186 -0.013
H 2.483748 0.251882 -1.239046 -0.221 -0.040 0.113
H 1.286241 -1.680193 -0.239069 -0.232 0.174 -0.014
```
Forces are in eV/Å.

Calculated values
HOMO level = -9.40 eV
Lowest unoccupied orbital energy = 1.1 eV
ΔE to the lowest compared entry with this formula, charge and spin = 35.7 kcal/mol
SMILES = C[C@H]1C[C@H]2OC[C@@H]12
Strongest force on any atom = 0.61 eV/A

---

# 6
The following is a quantum chemistry calculation of one molecule with the formula C6H10O, from the OMol25 dataset.

```
17
Properties=species:S:1:pos:R:3:forces:R:3
C -1.056105 1.285742 -1.914170 -0.076 -0.028 0.002
C -1.073271 0.672046 -0.564977 0.004 -0.183 -0.323
C 1.471699 0.044513 0.826040 0.106 0.080 -0.147
C 0.636387 -1.157962 1.156115 0.207 -0.076 0.149
C 0.721744 -0.028436 2.132082 -0.055 0.026 0.182
O -0.589288 -1.462411 0.545926 -0.076 -0.021 0.000
C -0.879263 -0.780596 -0.642622 0.030 0.212 -0.063
H -1.008634 0.625409 -2.796963 -0.046 0.029 0.156
H -0.132489 1.889343 -1.895094 -0.099 -0.058 0.010
H -1.854385 2.027482 -2.023186 0.118 -0.069 0.033
H 1.108958 0.774619 0.108332 0.051 -0.113 0.117
H 2.551113 -0.080545 0.819975 -0.179 -0.013 0.005
H 1.183145 -2.068952 1.391455 -0.098 0.150 -0.026
H 1.270340 -0.158398 3.060145 -0.075 -0.020 -0.155
H -0.169430 0.590278 2.186270 0.154 -0.088 -0.001
H -0.244302 -1.135492 -1.478511 -0.026 0.107 0.116
H -1.917425 -1.072348 -0.911903 0.062 0.065 -0.054
```
Forces are in eV/Å.

Calculated values
HOMO level = -8.56 eV
Lowest unoccupied orbital energy = 0.2 eV
ΔE to the lowest compared entry with this formula, charge and spin = 107.1 kcal/mol
Strongest force on any atom = 0.37 eV/A

---

Sequential orbital gap output: 8.49, 9.60, 9.45, 10.19, 10.48, 8.75 eV